a) DFT (the ωB97M-V functional and the def2-TZVPD basis) results for 3 unconnected molecules or ions with the total composition C4H17N2O2.

Geometry (Å):
O -3.20666 -1.69150 -0.34102
O 0.27730 2.15946 -2.85741
N 1.39902 -0.24305 1.54781
N 0.34516 0.01327 -0.77928
C 1.95773 1.00590 2.11350
C -0.08891 -0.33837 1.58096
C -0.59319 0.35053 0.29191
C 0.02842 -1.24657 -1.46789
H 1.01180 2.68289 -3.20570
H 1.47655 1.85084 1.63845
H 1.76933 1.04407 3.18723
H -3.50253 -2.58124 -0.11888
H -3.99924 -1.28500 -0.71110
H -0.48483 0.12163 2.47846
H -0.34779 -1.39633 1.58450
H -0.96031 -1.22314 -1.92313
H 1.50099 -0.20809 0.45222
H 1.83943 -1.05253 1.97494
H 0.01235 -2.07210 -0.75657
H 0.38806 0.76228 -1.46090
H -0.44552 2.32081 -3.47370
H -0.58297 1.43347 0.42945
H -1.60720 0.00937 0.09581
H 0.77922 -1.44011 -2.22767
H 3.03378 1.02349 1.94797

HOMO level, eV: -13.234
Total charge: +1


b) DFT (the ωB97M-V functional and the def2-TZVPD basis) results for 4 unconnected molecules or ions with the total composition C4H17N2O2.

Geometry (Å):
O -0.96819 -0.21884 0.89497
O -0.20310 2.02048 0.37807
N 2.82456 0.98801 1.03608
N 0.53563 -1.28600 -0.66717
C 1.57706 -0.41769 -0.62145
C 2.11883 -0.23330 0.93061
C -6.88509 -0.32367 -0.41757
C 2.70236 -0.77856 -1.56888
H 0.31124 -1.76680 -1.46978
H 3.10699 -1.73838 -1.28983
H -7.80658 -0.09475 0.06641
H 2.82623 -1.02033 1.16122
H 1.19428 0.64240 -0.88332
H -0.63920 1.12233 0.73357
H 3.47487 -0.04359 -1.48456
H 2.10643 1.76144 1.23085
H -0.30379 -1.01010 -0.05872
H -6.92834 -1.23422 -1.01979
H 1.23832 -0.30119 1.57844
H -6.07012 -0.36674 0.31224
H -1.86260 -0.37094 1.25654
H -6.66355 0.52078 -1.06589
H -0.81800 2.68329 0.42164
H 2.37154 -0.83084 -2.61581
H 3.33279 0.96758 1.87783

HOMO level, eV: -14.569
Total charge: +1


Which is most stable, and by how much? a), by 160.4 kcal/mol.


a) DFT (the ωB97M-V functional and the def2-TZVPD basis) results for 2 unconnected molecules or ions with the total composition C4H8O2.

Geometry (Å):
O -1.40404 -1.76059 -1.06534
O -1.28578 0.82149 0.15479
C 1.11372 0.65406 -1.35311
C 1.01297 0.22273 -0.03305
C -0.03170 0.68557 2.18038
C -0.09498 0.44657 0.81867
H -0.77400 -1.44170 -1.72879
H -0.93002 0.78689 2.74750
H -1.60646 0.00384 -0.24442
H 1.87219 -0.24149 0.45970
H -1.10555 -2.63255 -0.80127
H 1.94073 0.49503 -2.03430
H 0.33076 1.31443 -1.71524
H 0.96216 0.64572 2.61449

Spin multiplicity: 2
HOMO level (alpha / beta), eV: 0.206 / -2.679
<S²>: 0.763
Total charge: -1


b) DFT (the ωB97M-V functional and the def2-TZVPD basis) results for 2 unconnected molecules or ions with the total composition C4H8O2.

Geometry (Å):
O 0.29787 5.84466 1.03184
O -0.52869 -6.48546 -1.14006
C 1.66315 5.80210 -0.92340
C -1.10541 -5.63956 -0.36172
C -1.55031 -6.00726 1.03136
C 1.10059 6.39889 0.33179
H -0.94306 -4.54328 -0.45468
H -0.70970 -6.15620 1.77112
H 2.71317 6.04918 -1.06584
H 1.44386 4.73933 -0.96946
H -2.24552 -5.26169 1.43113
H 1.45569 7.42213 0.57449
H 1.14520 6.27894 -1.76512
H -2.02262 -6.99487 1.05857

Spin multiplicity: 2
HOMO level (alpha / beta), eV: 0.655 / -2.698
<S²>: 0.754
Total charge: -1


Which is most stable, and by how much? a), by 1.9 kcal/mol.


a) DFT (the ωB97M-V functional and the def2-TZVPD basis) results for a gas-phase ion, C6H10NS (charge +1).

Geometry (Å):
S 1.67802 -0.91765 1.88739
N 0.74894 0.38132 1.28355
C 1.21677 -1.98165 0.60891
C 0.39858 -1.50306 -0.32440
C -0.81202 1.11970 -0.50450
C 0.06402 0.19313 0.20194
C 0.77329 1.60575 2.05627
C -0.21050 -2.06419 -1.53150
H 1.79598 1.82286 2.36278
H 1.63096 -2.97485 0.63948
H -1.41840 0.59146 -1.23793
H -0.72477 -1.30200 -2.10975
H -0.92647 -2.84061 -1.26486
H 0.16126 1.48764 2.95245
H -1.47166 1.64089 0.19102
H 0.55541 -2.51472 -2.16040
H 0.39401 2.43935 1.46977
H -0.22299 1.87212 -1.03674

HOMO level, eV: -13.461
Total charge: +1


b) DFT (the ωB97M-V functional and the def2-TZVPD basis) results for a gas-phase ion, C6H10NS (charge +1).

Geometry (Å):
S -2.01183 1.23642 0.83028
N 0.55127 0.79784 0.25883
C -0.63114 -1.10350 -0.97217
C 0.23272 -0.67452 0.15975
C -0.47511 0.48483 1.28260
C 1.29543 -1.56184 0.70720
C 0.02892 1.71794 -0.70887
C -1.26452 1.99177 -0.54419
H 1.50688 0.99862 0.56298
H 0.68722 2.11089 -1.46179
H 2.09000 -1.68832 -0.03097
H -0.46764 -0.47749 -1.85101
H -1.69044 -1.04235 -0.71829
H -0.39930 -2.13192 -1.23165
H -0.20092 0.41702 2.32157
H 1.73512 -1.17246 1.62356
H -1.86762 2.64180 -1.14826
H 0.88095 -2.54474 0.92044

SMILES: CC1(C)[C@@H]2SC=C[N@@H+]21
HOMO level, eV: -12.991
Total charge: +1


Which is most stable, and by how much? a), by 16.7 kcal/mol.


a) DFT (the ωB97M-V functional and the def2-TZVPD basis) results for a single C5H8S3 molecule.

Geometry (Å):
S 1.75596 0.00625 0.62408
S -0.33352 2.32127 1.50813
S 2.74876 -0.47763 -2.28981
C -0.05251 -0.20749 0.25022
C -0.88969 -1.04137 1.08519
C 1.66414 -0.11425 -1.23161
C -0.56493 1.23416 0.08462
C 0.15146 -0.72561 -1.15313
H -0.51422 -0.13485 -1.92748
H -1.55660 1.18058 -0.38531
H -1.34851 -0.18580 1.93311
H 0.11504 -1.87859 -1.26250
H -0.00622 1.61322 -0.99332
H -1.91384 -1.31854 0.59178
H 1.15004 1.82043 1.46695
H -0.40539 -2.09181 1.69908

SMILES: C[C@]1(CS)CC(=S)S1
HOMO level, eV: -8.846
Total charge: 0


b) DFT (the ωB97M-V functional and the def2-TZVPD basis) results for a single C5H8S3 molecule.

Geometry (Å):
S 1.93305 1.89408 0.13250
S -1.44803 2.40452 -0.76227
S -2.02724 1.32971 0.87965
C -0.24855 0.49699 1.08315
C 0.55689 -0.22950 -1.11055
C -0.46333 -1.03616 1.00718
C -0.35118 -1.29942 -0.48443
C 0.54611 0.92862 -0.18225
H 0.24112 -1.58099 1.64687
H -1.36987 -1.32698 -0.75099
H 2.42849 1.83669 -1.08192
H 1.60649 -0.55922 -1.29861
H 0.09226 0.16161 -2.11170
H 0.05308 0.67229 2.13840
H -0.08050 -2.30599 -0.51730
H -1.46879 -1.38625 1.41226

HOMO level (alpha / beta), eV: -7.133 / -7.143
Total charge: 0


c) DFT (the ωB97M-V functional and the def2-TZVPD basis) results for a single C5H8S3 molecule.

Geometry (Å):
S 2.00407 0.22465 -1.33429
S -1.69553 1.05363 1.80094
S -1.75644 -0.71015 -1.37881
C -0.27871 0.55367 0.71712
C 1.17243 0.49953 1.31047
C 1.87289 -0.37597 0.37316
C -0.43694 -0.75691 -0.16961
C 0.98066 -1.12121 -0.56478
H -0.46056 1.29912 -0.13491
H -1.05564 -0.32663 -2.57750
H 1.23139 -2.18285 -0.86635
H 1.64711 1.41473 1.52130
H -1.09235 0.33752 2.96700
H 2.81268 -0.81558 0.92531
H 1.11275 0.00098 2.33999
H -0.89095 -1.61194 0.42165

SMILES: S[C@H]1[C@H]2S[C@H]2C[C@@H]1S
HOMO level, eV: -8.981
Total charge: 0


d) DFT (the ωB97M-V functional and the def2-TZVPD basis) results for a single C5H8S3 molecule.

Geometry (Å):
S 0.09076 -1.98836 -1.67075
S 0.63074 0.66058 0.39011
S 0.46818 3.57241 1.09063
C 0.11778 -3.01984 0.83198
C -1.32118 -0.98721 -2.21692
C -0.53233 -0.62822 0.73892
C -0.14214 2.03969 1.16102
C -0.11647 -1.96212 0.09643
H -1.54139 -0.36419 0.52634
H -1.01446 1.84975 1.66928
H -0.48103 -0.78566 1.83471
H -1.23839 0.03179 -1.81239
H 0.25990 -2.93905 1.89577
H 0.43990 -3.94098 0.41598
H -2.22474 -1.44672 -1.85198
H -1.26863 -0.97273 -3.30598

SMILES: C=C(CSC=S)SC
HOMO level, eV: -8.786
Total charge: 0


Which is most stable, and by how much? d), by 1.5 kcal/mol.